# 1
Computed, not measured: C14H16Br27I2 as an isolated structure in a non-equilibrium geometry, with the ωB97M-V functional and the def2-TZVPD basis.

Last column: natural (NBO) charge in e.
Cartesian coordinates (Å):
I 2.84 0.21 -3.84  0.06
I -1.07 3.35 -1.86  0.01
Br 9.50 0.79 1.88  0.09
Br 8.60 3.86 2.27  0.08
Br -10.03 -1.45 7.22  0.08
Br 6.62 1.83 -1.05  0.08
Br -4.53 2.69 2.97  0.09
Br -4.61 4.78 0.25  0.08
Br 6.97 1.51 3.75  0.09
Br -11.14 -2.26 4.30  0.09
Br -7.16 -2.40 1.56  0.11
Br -8.79 -4.75 3.04  0.07
Br 7.29 0.78 -4.02  0.08
Br -7.05 4.14 -1.75  0.07
Br -1.25 -1.84 -5.81  0.13
Br -5.06 -2.55 -1.32  0.02
Br -5.16 1.75 -0.71  0.11
Br -2.29 -4.51 -4.34  0.08
Br -2.10 -1.60 -2.18  0.17
Br -6.16 0.34 4.45  0.05
Br -3.05 -3.97 -7.42  0.06
Br 15.60 1.09 3.11  0.08
Br 13.12 2.27 1.43  0.10
Br -2.59 -2.95 0.71  0.03
Br -6.26 -5.47 1.17  0.09
Br 12.60 0.73 4.22  0.08
Br 7.52 -1.23 -1.51  0.07
Br -9.84 0.65 4.78  0.10
Br -3.63 -0.37 2.58  0.11
C -0.35 0.14 -2.16  -0.63
C -3.15 -2.88 -1.15  -0.53
C -1.72 -3.71 -6.02  -0.49
C 0.59 -0.60 -1.04  -0.66
C 8.70 2.10 3.08  -0.49
C 13.73 0.87 2.64  -0.49
C 2.18 3.41 -3.52  -0.67
C -9.83 -1.22 5.29  -0.49
C -5.26 3.63 -1.18  -0.49
C 1.55 1.91 -3.20  -0.26
C 6.60 0.31 -2.27  -0.49
C -4.43 0.93 3.78  -0.50
C 0.24 1.66 -2.51  -0.12
C -7.06 -4.16 2.37  -0.49
H -8.84 -1.62 5.03  0.23
H -4.60 3.78 -2.04  0.24
H -2.96 -3.87 -1.58  0.20
H 3.08 3.55 -2.75  0.21
H 2.67 3.33 -4.60  0.22
H -0.09 -1.38 -0.45  0.20
H 1.49 -1.21 -1.47  0.19
H -1.39 0.31 -1.61  0.19
H -0.82 -4.24 -6.34  0.22
H -3.77 1.02 4.65  0.22
H 5.55 0.02 -2.40  0.25
H 1.40 4.29 -3.43  0.24
H 13.64 -0.08 2.10  0.23
H 9.36 2.19 3.95  0.22
H 0.98 0.16 -0.23  0.19
H -6.40 -4.08 3.24  0.23

**Spin multiplicity**: 1
**Strongest force on any atom**: 0.0998 hartree/bohr
**Charge**: -1
**Kohn-Sham gap**: 4.32 eV
**Energy**: -70636.5719 Eh



# 2
Computed, not measured: C14H16Br39NO2 as an isolated structure in a non-equilibrium geometry, with the ωB97M-V functional and the def2-TZVPD basis.

Last column: Löwdin charge in e.
Cartesian coordinates (Å):
Br 0.60 -3.93 2.89  0.56
Br -4.16 1.54 -2.60  0.57
Br -5.98 -2.60 1.43  0.57
Br 0.35 1.07 7.01  0.54
Br 4.99 4.13 -0.67  0.60
Br 2.94 6.15 -2.13  0.58
Br 3.04 -4.47 0.86  0.55
Br -0.90 0.94 -0.32  0.48
Br 1.83 6.11 3.48  0.62
Br -4.59 1.11 1.41  0.54
Br 1.77 -6.92 2.41  0.59
Br -0.36 5.41 -4.32  0.49
Br 1.22 -0.35 1.77  0.53
Br 3.89 0.01 6.10  0.51
Br -1.76 2.00 -6.48  0.57
Br -0.54 0.84 -3.79  0.52
Br 1.90 -2.34 6.64  0.52
Br -2.43 -5.13 -1.57  0.55
Br 4.28 -2.72 4.33  0.56
Br -2.94 6.96 -3.69  0.57
Br 3.48 3.41 -3.45  0.53
Br -6.87 -0.08 -1.83  0.58
Br -3.99 -5.06 1.87  0.57
Br 0.64 3.83 1.45  0.50
Br -2.77 1.73 6.87  0.61
Br 4.85 0.66 1.62  0.51
Br -6.38 3.64 1.82  0.56
Br 0.73 -5.97 -1.99  0.60
Br 0.02 -2.20 -0.49  0.53
Br -0.81 -3.95 -3.95  0.57
Br -1.18 5.73 -1.23  0.59
Br -3.98 -1.35 -1.33  0.50
Br -3.07 -2.11 2.82  0.60
Br 2.46 2.95 3.83  0.51
Br 0.48 -0.29 -6.63  0.58
Br 3.68 0.15 -1.31  0.58
Br -3.15 4.00 1.93  0.51
Br -1.13 1.71 4.17  0.51
Br 6.17 -1.64 -0.48  0.58
O 4.82 -2.56 -3.73  0.03
O 4.06 -0.79 -4.65  0.03
N 3.89 -1.88 -4.14  -0.46
C 2.52 -2.44 -3.93  0.00
C -0.97 -5.47 -2.79  -1.59
C -1.07 2.07 6.10  -1.57
C 1.44 -5.16 1.68  -1.65
C -1.82 5.57 -2.99  -1.63
C 3.44 4.37 -1.74  -1.67
C -5.03 -0.16 -2.42  -1.61
C 4.58 -0.66 0.17  -1.56
C -4.67 2.80 2.26  -1.59
C -4.55 -3.30 2.49  -1.61
C -1.00 0.46 -5.62  -1.62
C -0.36 -0.68 0.69  -1.47
C 3.02 -1.53 5.24  -1.53
C 2.07 4.43 2.62  -1.56
H 0.71 -5.24 0.89  -0.09
H -4.69 2.65 3.35  -0.03
H 2.65 -3.35 -3.33  0.09
H 2.18 -2.67 -4.94  0.08
H -2.39 4.61 -3.16  -0.01
H 2.94 4.68 2.07  -0.07
H -5.09 -0.73 -3.36  -0.02
H 2.36 -1.10 4.52  -0.09
H -1.18 -0.82 1.42  -0.10
H 1.96 -1.64 -3.47  0.06
H -1.77 -0.32 -5.64  -0.03
H 2.59 3.97 -1.13  -0.04
H -1.15 -6.33 -3.42  -0.03
H 3.92 -1.37 0.66  -0.09
H -5.02 -3.42 3.47  -0.03
H -0.74 3.04 6.35  -0.04

**Spin multiplicity**: 1
**Strongest force on any atom**: 0.0499 hartree/bohr
**Charge**: 0
**Kohn-Sham gap**: 9.30 eV
**Energy**: -101134.6006 Eh



# 3
Computed, not measured: C14H16BrIrN2O7P2 as an isolated structure in a non-equilibrium geometry, with the ωB97M-V functional and the def2-TZVPD basis.

Last column: Löwdin charge in e.
Cartesian coordinates (Å):
Ir 0.16 -0.17 -0.80  1.48
Br -5.43 -4.85 -0.82  1.21
P 0.98 -0.84 1.90  0.46
P 3.34 -0.37 0.09  0.56
O 3.41 -1.87 2.35  0.01
O 0.58 -1.16 3.26  -0.17
O 0.50 0.42 1.07  -0.37
O 2.18 -0.41 -0.90  -0.41
O 0.73 -2.01 0.79  -0.20
O 4.35 -1.52 -0.20  -0.04
O 4.06 1.01 0.10  -0.06
N -1.89 0.02 -0.96  -0.04
N -0.04 1.79 -1.03  -0.06
C -1.58 3.60 -0.93  0.08
C -1.31 2.25 -0.95  -0.22
C 3.19 0.50 2.81  -0.04
C -2.97 -3.52 -0.96  -0.03
C 0.99 2.63 -1.05  -0.02
C 2.95 -0.67 1.86  -0.57
C -4.16 -0.98 -0.94  0.04
C -2.19 -2.40 -0.99  0.01
C -2.76 -1.12 -0.95  -0.15
C -4.96 -2.09 -0.91  -0.03
C -0.51 4.50 -0.94  0.05
C -2.30 1.23 -0.86  0.03
C 0.79 4.01 -0.98  0.05
C -4.37 -3.38 -0.90  -0.63
H 2.65 1.40 2.51  0.09
H -4.64 -0.01 -0.96  0.13
H 4.62 -1.76 -1.10  0.15
H 2.89 0.20 3.82  0.11
H -2.60 3.95 -0.90  0.15
H 1.98 2.21 -1.11  0.12
H -1.11 -2.50 -1.05  0.10
H 4.26 0.73 2.84  0.11
H -6.03 -1.99 -0.87  0.14
H 1.64 4.67 -0.96  0.15
H 0.62 -2.90 1.17  0.13
H -3.34 1.49 -0.70  0.16
H 3.88 -2.41 1.70  0.11
H -0.69 5.56 -0.89  0.15
H 4.64 1.28 -0.64  0.14
H -2.53 -4.51 -1.00  0.14

**Expectation value of S²**: 0.78
**Spin multiplicity**: 2
**Strongest force on any atom**: 0.0712 hartree/bohr
**Charge**: +3
**Kohn-Sham gap (spin up / spin down)**: 6.04 / 4.17 eV
**Energy**: -4539.4135 Eh



# 4
Computed, not measured: C14H16BrN2OSn as an isolated structure, with the ωB97M-V functional and the def2-TZVPD basis.

Last column: natural (NBO) charge in e.
Cartesian coordinates (Å):
Sn 0.27 -0.32 1.55  1.21
Br -0.28 -3.41 0.19  0.12
O -5.35 -2.89 -0.46  -0.61
N 2.27 -0.58 0.31  -0.50
N -1.76 -1.09 0.43  -0.58
C -4.21 -2.27 -0.15  0.39
C -0.18 3.72 -0.39  -0.20
C -0.52 2.52 0.21  -0.20
C -4.13 -0.91 0.17  -0.32
C -2.90 -0.38 0.45  0.08
C 1.14 3.97 -0.74  -0.18
C 2.08 -0.88 -1.13  -0.44
C 3.16 -1.58 0.91  -0.42
C 1.76 1.82 0.13  0.03
C 0.43 1.54 0.47  -0.58
C -3.05 -3.03 -0.16  -0.31
C -1.87 -2.39 0.15  0.18
C 2.82 0.79 0.46  -0.28
C 2.11 3.02 -0.48  -0.23
H -1.56 2.37 0.47  0.19
H -6.10 -2.29 -0.43  0.50
H -2.82 0.66 0.73  0.22
H -0.94 4.46 -0.60  0.23
H -3.08 -4.09 -0.38  0.27
H 1.41 4.90 -1.21  0.23
H -5.01 -0.29 0.20  0.24
H 3.26 -1.39 1.98  0.22
H 2.74 -2.57 0.77  0.22
H 3.06 -0.87 -1.63  0.21
H 3.71 0.90 -0.17  0.22
H 4.15 -1.55 0.45  0.21
H 3.14 3.21 -0.76  0.22
H 1.63 -1.85 -1.26  0.22
H 1.45 -0.12 -1.58  0.23
H 3.16 0.89 1.50  0.22

**Spin multiplicity**: 1
**Strongest force on any atom**: 0.0068 hartree/bohr
**Charge**: +1
**Kohn-Sham gap**: 8.54 eV
**Energy**: -3515.9328 Eh
**Energy above the lowest of the compared OMol25 structures with the same formula, charge and spin**: 0.0 kcal per mole



# 5
Computed, not measured: C14H16Cl5F3N4O2Y as an isolated structure, with the ωB97M-V functional and the def2-TZVPD basis.

Last column: natural (NBO) charge in e.
Cartesian coordinates (Å):
Y 0.15 -1.72 -1.14  2.05
Cl 1.03 -7.07 0.39  0.08
Cl 3.35 -6.62 2.45  0.09
Cl -0.27 -4.58 -1.04  0.02
Cl 4.33 -3.72 3.07  0.08
Cl 3.00 -1.29 1.63  0.01
F -2.39 -3.06 -3.26  -0.27
F 0.23 -1.70 -3.19  -0.77
F -2.62 -1.01 -3.30  -0.29
O -0.62 -0.01 -0.04  -0.85
O 1.69 -0.02 -1.60  -0.77
N 0.18 1.93 -2.48  -0.87
N -1.81 1.22 1.41  -0.40
N -0.41 2.26 -0.16  -0.45
N 1.43 3.45 -1.22  -0.83
C -0.95 1.14 0.39  0.83
C 1.60 -5.50 0.74  -0.10
C -2.37 3.46 0.75  -0.42
C 2.63 -5.28 1.66  -0.07
C -2.11 -1.99 -2.63  0.69
C 2.47 -2.91 1.27  -0.05
C -2.31 -0.02 2.00  -0.40
C 1.78 1.14 -0.77  -0.09
C 3.07 -3.98 1.93  -0.09
C 0.71 2.21 -1.16  0.41
C 1.45 -3.07 0.35  -0.56
C -1.02 3.58 0.09  -0.21
C 1.06 -4.38 0.13  -0.05
C -2.28 2.50 1.91  -0.21
H -3.25 2.35 2.38  0.23
H -1.49 -0.69 2.25  0.22
H -2.99 -0.54 1.32  0.21
H -0.35 4.18 0.70  0.21
H 1.70 0.82 0.26  0.21
H 2.77 1.59 -0.93  0.21
H 2.04 3.62 -0.43  0.38
H 1.44 0.29 -2.49  0.54
H -2.70 4.45 1.08  0.25
H 0.46 2.62 -3.16  0.40
H -3.11 3.09 0.04  0.22
H -0.81 1.76 -2.51  0.39
H -1.59 2.88 2.68  0.21
H 0.86 4.27 -1.41  0.38
H -1.13 4.09 -0.87  0.21
H -2.85 0.23 2.91  0.23

**Spin multiplicity**: 1
**Strongest force on any atom**: 0.0084 hartree/bohr
**Charge**: +1
**Kohn-Sham gap**: 8.22 eV
**Energy**: -3551.3854 Eh
**Energy above the lowest of the compared OMol25 structures with the same formula, charge and spin**: 26.4 kcal per mole



# 6
Computed, not measured: C14H16Cl6O6P as an isolated structure in a non-equilibrium geometry, with the ωB97M-V functional and the def2-TZVPD basis.

Last column: natural (NBO) charge in e.
Cartesian coordinates (Å):
Cl -5.30 -1.91 -4.53  0.00
Cl -4.18 2.28 0.03  0.01
Cl -5.43 -0.41 0.79  0.01
Cl -6.15 -2.50 -1.53  0.00
Cl -3.57 0.76 -5.17  -0.01
Cl -1.36 0.21 -0.19  0.06
P 1.46 -0.36 0.57  2.40
O -3.20 2.42 -2.69  -0.68
O 0.52 3.20 1.70  -0.57
O 2.77 -0.30 1.27  -1.11
O 1.52 -0.44 -1.04  -0.81
O 0.69 -1.73 0.85  -0.82
O 1.33 1.43 2.94  -0.50
C 2.61 0.22 -1.72  -0.07
C -4.43 1.07 -1.18  -0.19
C 0.86 -2.50 2.07  -0.06
C -5.13 -1.17 -1.88  -0.21
C 3.66 2.32 2.62  -0.66
C 2.59 -0.23 -3.17  -0.63
C 0.68 1.95 1.87  0.72
C -4.80 -0.24 -0.82  -0.06
C -3.83 1.35 -2.50  0.39
C 2.44 2.18 3.51  -0.07
C -4.83 -0.82 -3.25  -0.04
C -4.00 0.29 -3.54  -0.19
C 0.71 -3.97 1.72  -0.63
C 0.28 0.95 0.91  -0.71
H 2.56 1.34 -1.69  0.18
H 3.91 1.38 2.12  0.26
H 0.11 -2.20 2.81  0.18
H -0.49 1.39 0.20  0.30
H 2.08 3.18 3.80  0.19
H 2.73 1.61 4.41  0.19
H -0.31 -4.18 1.36  0.22
H 3.49 -0.17 -1.17  0.20
H 2.80 -1.30 -3.23  0.21
H 3.39 0.31 -3.68  0.21
H 1.85 -2.26 2.47  0.20
H 4.50 2.62 3.27  0.21
H 0.91 -4.63 2.57  0.21
H 1.40 -4.21 0.91  0.21
H 1.64 -0.05 -3.67  0.23
H 3.56 3.11 1.88  0.21

**Spin multiplicity**: 1
**Strongest force on any atom**: 0.0969 hartree/bohr
**Charge**: -1
**Kohn-Sham gap**: 4.10 eV
**Energy**: -4097.0104 Eh